(P)
The following is a quantum chemistry calculation of 2 unconnected molecules or ions with the total composition C2H5NS2, from OMol25.

Values from the calculation:
**E_LUMO**: -1.7 eV
**Net charge**: 0
**Frontier orbital gap**: 7.56 eV
**Multiplicity**: 1

Cartesian coordinates (Å):
C  -1.03225  0.36720  0.13986
C  0.25053  -0.31966  0.56945
H  -2.39915  -1.21603  -1.31965
H  -0.69099  0.91835  -0.97796
H  -1.57707  1.30786  0.65260
H  0.34853  -0.78865  1.59856
H  3.56516  1.32372  -0.46089
N  1.16353  -0.19908  -0.21783
S  -2.68415  -0.70207  0.00364
S  3.05586  -0.69163  0.01221

(Q)
The following is a quantum chemistry calculation of a molecular structure, C2H5NS2, from OMol25.

Values from the calculation:
**E_LUMO**: 0.7 eV
**Net charge**: 0
**Frontier orbital gap**: 9.12 eV
**Multiplicity**: 1

Cartesian coordinates (Å):
C  -0.81430  1.02714  -0.91526
C  1.07608  -0.19450  -0.01888
H  -0.86383  1.15711  0.16425
H  -1.48280  0.21928  -1.32082
H  -1.25488  1.91452  -1.36134
H  2.19041  -0.38240  0.58148
H  -0.41419  -1.95258  2.37132
N  0.04207  -0.84614  0.34460
S  0.87071  0.94257  -1.32690
S  0.65072  -1.88499  1.48157

Most stable of them? (Q).

(P)
The following is a quantum chemistry calculation of a single CH3Br2P molecule, from OMol25.

Values from the calculation:
**E_LUMO**: -0.9 eV
**Net charge**: 0
**Frontier orbital gap**: 8.84 eV
**Multiplicity**: 1
**Structure (SMILES)**: CP(Br)Br

Cartesian coordinates (Å):
C  0.82753  0.11898  0.05306
P  -0.76161  -0.06853  0.89052
Br  -2.08676  1.76476  -0.33134
Br  -1.48425  -1.82117  -0.21600
H  1.56208  0.65801  0.63872
H  0.74770  0.37924  -1.09747
H  1.19531  -1.03130  0.06251

(Q)
The following is a quantum chemistry calculation of 2 unconnected molecules or ions with the total composition CH3Br2P, from OMol25.

Values from the calculation:
**E_LUMO**: -0.3 eV
**Net charge**: 0
**Frontier orbital gap**: 8.93 eV
**Multiplicity**: 1
**Structure (SMILES)**: [H]/P=C\Br.Br

Cartesian coordinates (Å):
C  -0.46246  0.35120  0.04236
P  -1.09840  1.93142  0.24424
Br  -1.19844  -1.32477  0.02148
Br  2.78064  -1.30221  0.13501
H  0.67701  0.39981  0.20133
H  1.76225  -1.84671  -0.69696
H  -2.46059  1.79127  0.05254

(R)
The following is a quantum chemistry calculation of a molecular structure, CH3Br2P, from OMol25.

Values from the calculation:
**E_LUMO (alpha / beta)**: -1.2 / -1.2 eV
**Net charge**: 0
**Frontier orbital gap (alpha / beta)**: 8.42 / 8.42 eV
**Multiplicity**: 1

Cartesian coordinates (Å):
C  0.58686  0.13549  -0.63383
P  -0.76543  -0.99234  0.14948
Br  2.34561  -0.71418  -0.13830
Br  0.62819  1.96350  -0.11028
H  0.37915  0.14718  -1.68460
H  -2.42048  0.36475  0.86299
H  -0.75391  -0.90439  1.55455

Most stable of them? (P).

(P)
The following is a quantum chemistry calculation of a single C2H3NO2S molecule, from OMol25.

Values from the calculation:
**E_LUMO**: -0.4 eV
**Net charge**: 0
**Frontier orbital gap**: 8.51 eV
**Multiplicity**: 1
**Structure (SMILES)**: O/N=C/C(O)=S

Cartesian coordinates (Å):
C  0.65227  -0.48843  0.08623
C  -0.69251  0.22463  0.00046
H  3.71705  0.16099  0.03435
H  0.43107  -1.51046  0.08129
H  0.26863  1.68861  0.29002
N  1.75016  0.17386  -0.06953
O  2.86917  -0.44639  -0.01177
O  -0.61377  1.48572  -0.01600
S  -2.15435  -0.51800  -0.01356

(Q)
The following is a quantum chemistry calculation of a molecular structure, C2H3NO2S, from OMol25.

Values from the calculation:
**E_LUMO**: -0.4 eV
**Net charge**: 0
**Frontier orbital gap**: 9.50 eV
**Multiplicity**: 1

Cartesian coordinates (Å):
C  -1.91166  -0.47342  0.32769
C  1.55427  -0.46751  0.17428
H  -2.35973  -1.03109  1.55063
H  -0.64270  -0.09218  1.90542
H  0.73130  -1.05883  0.68734
N  -0.89470  0.43114  0.68801
O  -2.15750  -0.52478  -0.91799
O  2.64757  -0.72748  -0.17228
S  0.42236  0.92674  -0.20307

(R)
The following is a quantum chemistry calculation of a single C2H3NO2S molecule, from OMol25.

Values from the calculation:
**E_LUMO**: -1.5 eV
**Net charge**: 0
**Frontier orbital gap**: 8.07 eV
**Multiplicity**: 1
**Structure (SMILES)**: O=CC(=S)NO

Cartesian coordinates (Å):
C  -0.13383  0.17817  -0.08554
C  -1.47876  0.30913  0.60265
H  2.39890  -0.19165  -0.43055
H  0.67816  -1.06663  1.55486
H  -2.09787  1.17873  0.20069
N  0.67459  -0.81870  0.62890
O  2.09221  -0.88495  0.35324
O  -1.85796  -0.12698  1.71741
S  0.13127  0.68638  -1.58720

(S)
The following is a quantum chemistry calculation of a single C2H3NO2S molecule, from OMol25.

Values from the calculation:
**E_LUMO**: -0.5 eV
**Net charge**: 0
**Frontier orbital gap**: 8.70 eV
**Multiplicity**: 1
**Structure (SMILES)**: NC(=O)C(O)=S

Cartesian coordinates (Å):
C  -0.49108  0.08457  -0.02271
C  0.86526  -0.52747  -0.30720
H  0.35824  1.41748  1.24175
H  -1.43647  1.46172  1.02686
H  -0.33564  -1.55601  -1.31112
N  -0.49442  1.12731  0.76089
O  -1.42385  -0.40531  -0.65540
O  0.66043  -1.53588  -1.10320
S  2.29753  -0.06641  0.37013

Most stable of them? (S).

(P)
The following is a quantum chemistry calculation of 2 unconnected molecules or ions with the total composition C2H3NO2S, from OMol25.

Values from the calculation:
**E_LUMO (alpha / beta)**: 0.0 / 0.3 eV
**Net charge**: 0
**Frontier orbital gap (alpha / beta)**: 7.43 / 7.88 eV
**Multiplicity**: 1

Cartesian coordinates (Å):
C  -2.62881  -1.95627  -0.53221
C  0.91478  -0.16337  0.57496
N  1.09931  0.89963  -0.21674
O  -1.29327  1.36644  -0.25423
O  -1.60356  -1.97826  -0.05740
S  -0.02052  1.87767  -0.84467
H  -0.13710  -0.54718  0.53005
H  1.58479  -0.73889  1.12393
H  2.08438  1.24022  -0.32370

(Q)
The following is a quantum chemistry calculation of a single C2H3NO2S molecule, from OMol25.

Values from the calculation:
**E_LUMO**: 0.4 eV
**Net charge**: 0
**Frontier orbital gap**: 11.33 eV
**Multiplicity**: 1
**Structure (SMILES)**: C#CS(N)(=O)=O

Cartesian coordinates (Å):
C  0.18461  -2.25385  0.38845
C  0.45505  -1.07611  0.34382
N  -1.00163  1.36785  0.21578
O  0.72942  0.64287  -1.68530
O  1.67097  1.25728  0.52245
S  0.64850  0.61093  -0.26661
H  0.13986  -3.16239  0.76243
H  -1.09695  1.89239  -0.65200
H  -1.72983  0.72102  0.37099

(R)
The following is a quantum chemistry calculation of a single C2H3NO2S molecule, from OMol25.

Values from the calculation:
**E_LUMO**: -0.7 eV
**Net charge**: 0
**Frontier orbital gap**: 10.13 eV
**Multiplicity**: 1

Cartesian coordinates (Å):
C  -1.61962  0.97999  -0.28499
C  1.05440  0.03738  0.25450
N  -1.72062  2.11395  -0.25648
O  -1.46829  -0.27992  -0.29969
O  0.05055  -2.34103  -0.48554
S  -0.21092  -1.33648  0.52312
H  1.15005  0.06439  -0.85443
H  1.91529  -0.33364  0.86062
H  0.84916  1.09535  0.54290

(S)
The following is a quantum chemistry calculation of a single C2H3NO2S molecule, from OMol25.

Values from the calculation:
**E_LUMO**: -0.5 eV
**Net charge**: 0
**Frontier orbital gap**: 8.75 eV
**Multiplicity**: 1
**Structure (SMILES)**: NC(=O)C(O)=S

Cartesian coordinates (Å):
C  -0.54229  -0.01391  -0.05498
C  0.90998  0.58097  0.01764
H  0.25683  -1.93197  0.00060
H  -1.51523  -1.76348  0.17006
H  -0.19664  2.07766  0.04297
N  -0.59256  -1.37635  -0.02217
O  -1.45453  0.78622  -0.09373
O  0.81430  1.87246  -0.00202
S  2.32014  -0.23160  -0.05837

Most stable of them? (S).

(P)
The following is a quantum chemistry calculation of 2 unconnected molecules or ions with the total composition C4H12OS, from OMol25.

Values from the calculation:
**E_LUMO**: 0.5 eV
**Net charge**: 0
**Frontier orbital gap**: 9.58 eV
**Multiplicity**: 1
**Structure (SMILES)**: CCCCS.O

Cartesian coordinates (Å):
C  -1.79265  1.12962  0.73160
C  -1.30027  0.26995  -0.43086
C  -0.07482  0.88142  -1.14084
C  0.78392  -0.14223  -1.81466
S  2.07813  0.53452  -2.89056
H  -2.54353  0.60747  1.32522
H  -2.14772  2.08265  0.33280
H  -0.96589  1.33412  1.41660
H  -1.06882  -0.75993  -0.13659
H  -2.11324  0.20028  -1.17875
H  -0.43602  1.60611  -1.86486
H  0.48111  1.45388  -0.40338
H  1.29843  -0.76305  -1.07597
H  0.15634  -0.85169  -2.36938
H  1.31681  1.46203  -3.47897
H  1.96841  -2.23801  4.29318
H  2.00990  -3.75570  4.05052
O  2.34990  -3.05146  4.63490

(Q)
The following is a quantum chemistry calculation of 2 unconnected molecules or ions with the total composition C4H12OS, from OMol25.

Values from the calculation:
**E_LUMO**: 0.9 eV
**Net charge**: 0
**Frontier orbital gap**: 9.64 eV
**Multiplicity**: 1
**Structure (SMILES)**: CCO.CSC

Cartesian coordinates (Å):
C  0.65318  -1.25367  0.26106
C  2.99089  -0.48170  1.20864
S  1.26625  -0.21091  1.61665
H  1.06740  -2.25091  0.36800
H  -0.42092  -1.41094  0.38973
H  0.82826  -0.78013  -0.69855
H  3.43476  -1.42685  1.53040
H  3.66321  0.33547  1.44941
H  3.03495  -0.51374  0.11990
C  -2.44995  1.15347  -1.42064
C  -0.97899  1.24756  -1.79504
O  -2.84584  -0.23524  -1.27111
H  -2.71509  1.60508  -0.46435
H  -3.10290  1.48230  -2.23031
H  -0.87751  1.44591  -2.86827
H  -2.12166  -0.84749  -1.47049
H  -0.38659  0.35492  -1.63254
H  -0.48552  2.07014  -1.30612

Most stable of them? (P).

(P)
The following is a quantum chemistry calculation of a single C4H5ClN2O molecule, from OMol25.

Values from the calculation:
**E_LUMO**: 0.8 eV
**Net charge**: 0
**Frontier orbital gap**: 8.19 eV
**Multiplicity**: 1
**Structure (SMILES)**: Nc1cc(Cl)c(N)o1

Cartesian coordinates (Å):
C  -0.73521  -0.52188  -0.73081
C  -1.27589  0.19202  0.35126
C  -0.15180  0.50881  1.14166
C  0.96934  0.20265  0.48428
H  -0.85953  -1.09035  -2.76611
H  -2.36868  -0.75190  -1.79365
H  -2.36754  0.39042  0.62195
H  2.60476  1.08436  1.29988
H  2.87744  -0.48264  0.74670
N  -1.38508  -1.10111  -1.82675
N  2.32950  0.38003  0.61767
O  0.63316  -0.37146  -0.70958
Cl  -0.27048  1.56105  2.56350

(Q)
The following is a quantum chemistry calculation of a single C4H5ClN2O molecule, from OMol25.

Values from the calculation:
**E_LUMO**: -0.5 eV
**Net charge**: 0
**Frontier orbital gap**: 9.18 eV
**Multiplicity**: 1
**Structure (SMILES)**: [H]/N=C(\N)C(=O)/C=C/Cl

Cartesian coordinates (Å):
C  1.16541  0.40415  0.06568
C  -0.05333  -0.48493  0.00055
C  -1.33943  0.22463  -0.05910
C  -2.48702  -0.47736  -0.06273
H  2.23987  -1.39225  0.22282
H  3.19574  0.05544  -0.01351
H  1.91221  2.12718  -0.13404
H  -1.39321  1.29923  -0.08263
H  -2.55307  -1.59052  -0.11958
N  2.29720  -0.34599  0.18029
N  1.00973  1.66874  -0.03908
O  0.05840  -1.70990  -0.05381
Cl  -4.05250  0.22158  0.09514

(R)
The following is a quantum chemistry calculation of a single C4H5ClN2O molecule, from OMol25.

Values from the calculation:
**E_LUMO**: -0.1 eV
**Net charge**: 0
**Frontier orbital gap**: 7.87 eV
**Multiplicity**: 1
**Structure (SMILES)**: [H]/N=C/C=N\C=C(\O)Cl

Cartesian coordinates (Å):
C  -1.32752  0.32388  -1.12768
C  -1.46818  0.77717  0.17826
C  0.50386  -1.03028  -0.64388
C  1.41863  -0.31011  0.02284
N  -0.58621  -0.70703  -1.39777
N  -0.48961  0.77082  1.01662
O  2.13636  -0.95584  0.98517
Cl  2.10148  1.18953  -0.39936
H  -2.23353  0.49031  -1.64141
H  -2.46160  1.10066  0.34605
H  0.44829  -2.14183  -0.65578
H  -0.74719  0.86387  1.97371
H  2.70522  -0.37115  1.34323

Most stable of them? (Q).